Density functional theory data (ωB97M-V/def2-TZVPD) for a molecular structure, C54H52As2N4O2PbSi2.

ΔE to the lowest compared entry with this formula, charge and spin in kJ/mol: 53.16
E_HOMO in Eh: -0.26159
E_tot in eV: -209580.7038
HOMO-LUMO gap in eV: 7.3
Total charge: 0

The geometry in XYZ format:
```
117
C54H52As2N4O2PbSi2 | the Open Molecules 2025 dataset | ωB97M-V/def2-TZVPD
Pb 0.3498 -0.5511 0.0763
O 1.2813 0.0348 3.8298
C 1.6084 0.6307 2.8299
N 2.4239 0.0721 1.8328
C 2.8559 -1.2615 2.2245
C 4.1684 -1.4511 2.6284
C 4.6013 -2.6827 3.0879
C 3.6848 -3.7188 3.1820
C 2.3685 -3.5361 2.7974
C 1.9278 -2.3129 2.2827
N 0.6480 -2.1320 1.7402
C -0.3714 -2.9372 2.0780
O -0.4531 -3.7215 3.0176
C -1.5588 -2.8828 1.1256
C -2.7088 -3.5921 1.4400
C -3.7598 -3.5936 0.5423
C -3.6308 -2.8976 -0.6522
C -2.4572 -2.2107 -0.8899
N -1.4476 -2.2017 -0.0171
C 1.0867 2.0251 2.6257
C 0.0148 2.4595 3.3965
C -0.4550 3.7431 3.1901
C 0.1691 4.5434 2.2423
C 1.2409 4.0213 1.5377
N 1.6888 2.7826 1.7237
H 4.8582 -0.6169 2.5946
H 5.6316 -2.8203 3.3872
H 3.9928 -4.6854 3.5605
H 1.6640 -4.3480 2.8824
H -2.7339 -4.1250 2.3792
H -4.6709 -4.1336 0.7648
H -4.4258 -2.8781 -1.3846
H -2.3173 -1.6276 -1.7916
H -0.4161 1.7870 4.1239
H -1.2970 4.1175 3.7577
H -0.1664 5.5538 2.0526
H 1.7593 4.6153 0.7924
C 2.7537 1.9960 -0.6946
Si 3.5221 0.9832 0.6885
C 4.6511 2.0032 1.7876
C 4.5176 -0.2677 -0.3409
C 5.8916 -0.0036 -0.4015
C 6.7341 -0.6289 -1.3101
C 6.2095 -1.5484 -2.1993
C 4.8513 -1.8258 -2.1568
C 3.9826 -1.2076 -1.2519
Si 2.2125 -1.9223 -1.3030
C 2.4691 -3.6984 -0.7218
C 1.6540 -2.0718 -3.1152
H 3.2867 1.7787 -1.6196
H 2.8228 3.0643 -0.4914
H 1.6975 1.7666 -0.8564
H 5.6413 1.5660 1.9114
H 4.2110 2.0910 2.7816
H 4.7748 3.0122 1.3906
H 6.3339 0.7210 0.2691
H 7.7911 -0.3936 -1.3210
H 6.8477 -2.0493 -2.9168
H 4.4589 -2.5655 -2.8475
H 2.9261 -4.2767 -1.5303
H 1.5323 -4.1870 -0.4416
H 3.1355 -3.7299 0.1397
H 2.4851 -2.0035 -3.8212
H 0.9237 -1.3093 -3.3928
H 1.1830 -3.0479 -3.2564
C -1.5875 2.8183 -0.9202
C -0.7596 3.1961 -2.1500
As -0.1397 1.5745 -3.1138
C -1.4143 1.5964 -4.6004
C -2.1976 0.4629 -4.7940
C -3.1441 0.4193 -5.8088
C -3.3162 1.5159 -6.6405
C -2.5337 2.6486 -6.4602
C -1.5853 2.6860 -5.4482
C 1.4414 2.3031 -3.9988
C 2.4263 1.3895 -4.3673
C 3.6071 1.8171 -4.9570
C 3.8164 3.1704 -5.1824
C 2.8415 4.0897 -4.8200
C 1.6604 3.6578 -4.2308
As -3.0470 1.6185 -1.4605
C -4.2295 2.8954 -2.3439
C -5.0256 2.4009 -3.3747
C -5.8945 3.2341 -4.0654
C -5.9639 4.5810 -3.7411
C -5.1641 5.0872 -2.7257
C -4.3037 4.2486 -2.0304
C -3.9763 1.3886 0.2411
C -5.3653 1.4539 0.3082
C -6.0289 1.1387 1.4856
C -5.3133 0.7432 2.6077
C -3.9290 0.6704 2.5474
C -3.2650 0.9914 1.3708
H -1.9726 3.6997 -0.4036
H -0.9760 2.2641 -0.2056
H 0.1214 3.7739 -1.8638
H -1.3532 3.8036 -2.8373
H -2.0692 -0.3925 -4.1399
H -3.7463 -0.4696 -5.9502
H -4.0543 1.4869 -7.4318
H -2.6600 3.5048 -7.1106
H -0.9766 3.5739 -5.3242
H 2.2792 0.3331 -4.1722
H 4.3688 1.0945 -5.2217
H 4.7390 3.5097 -5.6356
H 3.0023 5.1464 -4.9933
H 0.9180 4.3924 -3.9410
H -4.9501 1.3553 -3.6532
H -6.5071 2.8345 -4.8636
H -6.6355 5.2361 -4.2807
H -5.2109 6.1388 -2.4724
H -3.6947 4.6637 -1.2368
H -5.9376 1.7636 -0.5593
H -7.1092 1.2016 1.5253
H -5.8320 0.4896 3.5232
H -3.3624 0.3518 3.4138
H -2.1842 0.9115 1.3352
```

These are the Löwdin partial charges, in e, on atoms 1 to 5: number 1, Pb, carries 1.076; number 2, O, carries 0.117; number 3, C, carries -0.457; number 4, N, carries -0.075; number 5, C, carries -0.234